(1)
The following is a quantum chemistry calculation of a structure of composition C70H73AsBIN10OSbZr in a non-equilibrium geometry, from the OMol25 dataset.

Output
- Frontier orbital gap (spin up / spin down): 7.20 / 5.04 eV
- Multiplicity: 2
- DFT total energy: -6179.34645 a.u.
- E_HOMO (spin up / spin down): -12.0618 / -12.1359 eV
- Expectation value of S²: 0.7732
- Net charge: +2

Geometry (Å):
Zr  -0.99  0.83  -0.18
C  -2.75  -2.21  -2.83
C  -2.48  -0.75  -2.78
C  -3.18  0.23  -3.51
C  -2.44  1.38  -3.36
N  -1.37  1.12  -2.56
N  -1.44  -0.20  -2.17
B  0.11  1.58  -3.09
N  0.94  2.18  -1.94
C  1.89  3.11  -2.10
C  2.55  3.26  -0.90
C  1.92  2.36  -0.04
C  2.15  2.23  1.42
N  0.97  1.67  -0.69
N  0.81  0.29  -3.45
C  1.22  -0.28  -4.60
C  1.76  -1.50  -4.30
C  1.64  -1.62  -2.91
C  2.03  -2.78  -2.07
N  1.07  -0.54  -2.40
N  -0.13  2.64  -4.10
C  -0.22  2.69  -5.46
C  -0.81  3.87  -5.81
C  -1.09  4.52  -4.58
C  -1.77  5.82  -4.38
N  -0.68  3.77  -3.58
H  -3.69  -2.46  -2.35
H  -1.93  -2.78  -2.40
H  -2.85  -2.49  -3.88
H  -4.07  0.09  -4.08
H  -2.61  2.35  -3.78
H  2.03  3.63  -3.02
H  3.35  3.93  -0.66
H  2.05  3.21  1.88
H  3.17  1.87  1.60
H  1.41  1.55  1.85
H  1.11  0.21  -5.54
H  2.19  -2.21  -4.98
H  1.70  -3.71  -2.53
H  1.59  -2.68  -1.08
H  3.12  -2.83  -1.97
H  0.15  1.89  -6.08
H  -1.02  4.23  -6.79
H  -1.79  6.37  -5.32
H  -1.26  6.41  -3.63
H  -2.79  5.67  -4.05
C  -4.44  2.81  -1.39
C  -3.93  1.70  -0.47
C  -4.78  0.45  -0.42
C  -6.15  0.58  -0.61
C  -6.98  -0.52  -0.45
C  -6.45  -1.70  0.01
C  -5.08  -1.86  0.24
C  -4.74  -3.16  0.94
C  -4.72  -4.35  -0.03
C  -4.21  -0.80  -0.06
N  -2.81  -0.81  0.10
C  -2.12  -1.92  0.13
C  -0.79  -1.96  0.61
C  -0.26  -3.03  1.37
C  0.73  -2.50  2.17
C  0.83  -1.14  1.82
N  -0.05  -0.83  0.86
H  -3.65  3.53  -1.59
H  -5.26  3.35  -0.91
H  -4.80  2.41  -2.34
H  -3.88  2.10  0.55
H  -2.91  1.41  -0.77
H  -6.57  1.53  -0.87
H  -8.04  -0.43  -0.62
H  -7.11  -2.52  0.24
H  -5.53  -3.34  1.67
H  -3.81  -3.09  1.50
H  -5.67  -4.41  -0.56
H  -4.58  -5.28  0.53
H  -3.93  -4.28  -0.77
H  -2.56  -2.89  -0.08
H  -0.64  -4.04  1.40
H  1.29  -3.00  2.94
H  1.34  -0.38  2.39
C  6.55  1.03  2.02
C  6.22  0.80  0.58
C  7.01  1.39  -0.40
C  6.74  1.25  -1.74
C  5.62  0.54  -2.15
C  4.82  -0.06  -1.20
C  5.13  0.04  0.15
Sb  3.77  -1.19  1.37
C  3.99  -0.83  3.55
C  3.85  0.48  3.99
C  3.88  0.79  5.34
C  4.05  -0.22  6.27
C  4.18  -1.53  5.83
C  4.14  -1.86  4.48
C  4.31  -3.29  4.08
C  4.35  -3.25  0.88
C  3.32  -4.15  0.64
C  3.60  -5.46  0.30
C  4.92  -5.86  0.20
C  5.94  -4.97  0.45
C  5.68  -3.64  0.79
C  6.81  -2.70  1.06
H  7.62  1.08  2.16
H  6.15  0.24  2.66
H  6.13  1.98  2.34
H  7.87  1.96  -0.08
H  7.38  1.71  -2.48
H  5.38  0.44  -3.20
H  3.94  -0.62  -1.51
H  3.76  1.28  3.28
H  3.78  1.82  5.66
H  4.08  0.00  7.32
H  4.31  -2.32  6.55
H  4.19  -3.94  4.94
H  5.32  -3.45  3.69
H  3.60  -3.58  3.31
H  2.29  -3.83  0.74
H  2.79  -6.15  0.12
H  5.15  -6.88  -0.07
H  6.97  -5.29  0.38
H  7.70  -3.25  1.36
H  6.56  -1.99  1.84
H  7.06  -2.14  0.15
O  -1.47  1.02  1.78
As  -1.49  1.27  3.43
C  -3.38  1.33  3.90
C  -3.86  1.92  5.07
C  -5.22  1.86  5.34
C  -6.09  1.23  4.45
C  -5.60  0.64  3.30
C  -4.25  0.68  3.03
C  -0.84  -0.32  4.40
C  -1.59  -1.48  4.19
C  -1.30  -2.63  4.91
C  -0.27  -2.63  5.84
C  0.46  -1.48  6.05
C  0.18  -0.32  5.35
C  -0.60  2.93  3.97
C  -1.39  4.07  3.99
C  -0.83  5.30  4.31
C  0.52  5.39  4.61
C  1.30  4.25  4.60
C  0.75  3.01  4.28
H  -3.18  2.41  5.75
H  -5.61  2.32  6.24
H  -7.15  1.20  4.67
H  -6.27  0.15  2.61
H  -3.84  0.22  2.14
H  -2.40  -1.47  3.47
H  -1.90  -3.52  4.77
H  -0.05  -3.52  6.40
H  1.25  -1.46  6.79
H  0.73  0.59  5.55
H  -2.44  4.01  3.71
H  -1.45  6.18  4.32
H  0.96  6.35  4.83
H  2.34  4.31  4.86
H  1.38  2.13  4.26
I  -1.26  3.74  0.21

(2)
The following is a quantum chemistry calculation of a structure of composition C70H79GeHgN3O4S2, from the OMol25 dataset.

Output
- Frontier orbital gap: 5.44 eV
- Multiplicity: 1
- DFT total energy: -6206.87846 a.u.
- ΔE to the lowest compared entry with this formula, charge and spin: 0.499 eV
- E_HOMO: -2.2153 eV
- Net charge: -2

Geometry (Å):
Hg  -0.52  -0.23  2.58
C  -2.75  2.32  2.05
O  -1.82  1.61  1.23
C  -2.03  1.62  -0.13
C  -3.17  1.04  -0.70
C  -4.16  0.20  0.09
C  -4.01  -1.27  -0.23
C  -4.89  -1.91  -1.10
C  -4.78  -3.27  -1.42
C  -3.75  -3.96  -0.79
C  -2.85  -3.35  0.08
C  -1.70  -4.13  0.68
C  -0.42  -3.85  -0.12
C  -0.34  -4.21  -1.45
C  0.76  -3.87  -2.24
C  1.77  -3.12  -1.66
C  1.72  -2.72  -0.33
C  2.77  -1.75  0.20
C  2.59  -0.41  -0.49
C  3.29  -0.13  -1.66
C  3.08  1.03  -2.40
C  2.11  1.90  -1.91
C  1.39  1.66  -0.75
C  0.30  2.62  -0.32
C  -1.03  2.19  -0.91
C  -1.26  2.29  -2.29
C  -2.42  1.81  -2.89
C  -3.35  1.17  -2.07
C  -2.66  1.90  -4.40
C  -1.62  2.77  -5.09
C  -4.05  2.49  -4.67
C  -2.59  0.49  -5.00
C  1.65  0.50  0.01
O  1.08  0.32  1.17
C  3.81  1.34  -3.71
C  4.92  0.32  -3.99
C  4.44  2.73  -3.65
C  2.81  1.29  -4.87
C  0.64  -3.14  0.44
O  0.60  -2.84  1.79
C  1.24  -3.83  2.58
C  0.78  -4.27  -3.72
C  -0.38  -3.58  -4.45
C  0.63  -5.79  -3.86
C  2.09  -3.86  -4.40
C  -2.93  -1.97  0.37
O  -2.10  -1.37  1.13
C  -5.71  -3.90  -2.45
C  -5.25  -3.51  -3.86
C  -5.71  -5.43  -2.35
C  -7.16  -3.42  -2.27
H  -3.57  2.72  1.45
H  -2.22  3.13  2.55
H  -3.15  1.64  2.80
H  -5.17  0.50  -0.18
H  -4.03  0.35  1.15
H  -5.68  -1.30  -1.54
H  -3.62  -5.02  -0.98
H  -1.94  -5.19  0.65
H  -1.54  -3.82  1.71
H  -1.19  -4.73  -1.89
H  2.61  -2.77  -2.26
H  3.77  -2.13  -0.02
H  2.66  -1.64  1.28
H  4.02  -0.86  -2.00
H  1.89  2.82  -2.46
H  0.56  3.62  -0.67
H  0.23  2.64  0.76
H  -0.48  2.74  -2.88
H  -4.22  0.70  -2.50
H  -1.57  3.77  -4.64
H  -1.89  2.89  -6.15
H  -0.62  2.33  -5.05
H  -4.14  3.49  -4.22
H  -4.84  1.87  -4.26
H  -4.21  2.58  -5.75
H  -1.61  0.04  -4.81
H  -2.76  0.52  -6.08
H  -3.34  -0.17  -4.55
H  5.64  0.29  -3.17
H  5.45  0.61  -4.91
H  4.52  -0.68  -4.14
H  5.14  2.80  -2.80
H  3.69  3.51  -3.52
H  4.99  2.94  -4.57
H  2.37  0.30  -4.96
H  3.30  1.55  -5.82
H  1.99  2.00  -4.71
H  1.01  -4.83  2.21
H  0.88  -3.73  3.60
H  2.33  -3.69  2.57
H  -1.34  -3.85  -4.01
H  -0.39  -3.86  -5.51
H  -0.28  -2.49  -4.37
H  -0.33  -6.13  -3.45
H  1.42  -6.31  -3.31
H  0.67  -6.09  -4.91
H  2.23  -2.78  -4.40
H  2.08  -4.20  -5.44
H  2.96  -4.32  -3.91
H  -4.23  -3.88  -4.05
H  -5.22  -2.42  -3.97
H  -5.91  -3.92  -4.63
H  -4.74  -5.85  -2.62
H  -6.46  -5.84  -3.04
H  -5.96  -5.76  -1.34
H  -7.26  -2.35  -2.50
H  -7.49  -3.57  -1.23
H  -7.83  -3.97  -2.93
C  -1.64  3.07  5.24
Ge  -0.13  2.41  4.08
C  1.34  2.73  5.46
C  1.93  3.99  5.66
C  2.90  4.19  6.63
C  3.33  3.14  7.44
C  2.76  1.88  7.27
C  1.77  1.69  6.30
C  0.18  4.08  2.97
C  -0.76  5.08  2.91
C  -0.71  6.12  1.94
C  0.27  6.14  1.00
C  1.28  5.14  1.00
C  2.29  5.09  0.00
C  3.22  4.09  -0.02
C  3.20  3.10  1.00
C  2.25  3.13  1.97
C  1.24  4.13  2.00
H  -1.39  4.04  5.68
H  -1.77  2.34  6.04
H  -2.59  3.15  4.70
H  1.62  4.82  5.04
H  3.34  5.18  6.76
H  4.10  3.30  8.19
H  3.07  1.05  7.90
H  1.32  0.71  6.20
H  -1.58  5.09  3.63
H  -1.48  6.89  1.93
H  0.30  6.91  0.23
H  2.28  5.85  -0.78
H  3.95  4.04  -0.81
H  3.94  2.31  0.98
H  2.24  2.37  2.75
N  5.94  0.45  6.47
C  5.22  -0.67  6.61
S  5.63  -1.85  7.69
C  4.03  -0.73  5.70
C  4.00  -0.02  4.51
C  2.85  -0.03  3.74
N  1.75  -0.68  4.11
C  1.78  -1.38  5.24
C  2.91  -1.46  6.05
H  6.67  0.60  7.14
H  5.51  1.27  6.05
H  4.86  0.54  4.15
H  2.77  0.51  2.79
H  0.85  -1.86  5.53
H  2.89  -2.04  6.97
S  -2.47  -2.01  6.83
C  -1.93  -1.47  5.36
N  -1.52  -1.09  4.34